Entry 1:
Molecular formula: C38H43ClN2O3RhSi
Method: DFT, ωB97M-V/def2-TZVPD

XYZ file:
```
89
Properties=species:S:1:pos:R:3:mulliken_charge:R:1
Rh 0.665 0.828 -1.204 -0.49
Cl 0.591 2.561 -2.712 -0.58
N -0.780 -0.216 -2.276 1.39
N 1.948 1.940 0.043 1.05
C -0.590 -1.376 -2.850 0.39
C 3.249 1.825 0.084 0.25
C -2.185 0.185 -2.428 1.30
C -2.828 -1.121 -2.887 -0.73
C -2.376 1.220 -3.532 -1.63
C -2.756 0.732 -1.136 -1.02
H -1.781 0.952 -4.415 0.17
H -2.086 2.220 -3.190 0.35
H -3.442 1.208 -3.801 0.50
H -2.813 -0.064 -0.387 -0.11
H -3.771 1.092 -1.343 0.60
H -2.138 1.556 -0.758 -0.23
C 1.522 3.006 0.961 1.29
C 2.845 3.690 1.289 -0.81
C 0.920 2.414 2.221 -0.95
C 0.498 3.940 0.341 -1.86
H 0.861 4.350 -0.605 0.50
H 0.332 4.759 1.052 0.49
H -0.455 3.428 0.162 -0.01
H 1.634 1.753 2.728 0.48
H 0.030 1.836 1.965 -0.83
H 0.622 3.227 2.898 0.57
O 3.873 2.788 0.759 -0.47
H 3.020 3.796 2.367 0.28
H 2.954 4.667 0.801 0.38
O -1.698 -1.966 -3.293 -0.48
H -3.502 -1.004 -3.745 0.33
H -3.363 -1.635 -2.076 0.13
C 0.729 -2.030 -3.055 -1.73
C 4.053 0.749 -0.549 -1.28
C 3.366 0.447 -1.829 1.14
H 4.030 -0.121 0.124 0.33
H 5.081 1.093 -0.664 0.33
C 2.272 -0.490 -1.807 -2.12
C 1.737 -0.933 -3.067 1.43
H 2.095 -1.098 -0.901 0.32
C 2.099 -0.284 -4.238 1.35
C 3.074 0.715 -4.197 -1.23
C 1.438 -0.619 -5.553 -1.66
C 3.702 1.093 -3.008 1.11
H 3.396 1.176 -5.133 0.12
C 4.711 2.214 -3.018 -1.69
H 4.927 2.493 -4.055 0.46
H 5.653 1.911 -2.545 0.29
H 4.340 3.112 -2.500 0.19
H 1.448 -1.697 -5.749 0.31
H 1.984 -0.121 -6.362 0.47
H 0.394 -0.273 -5.602 0.14
H 0.702 -2.611 -3.981 0.36
H 0.891 -2.709 -2.208 0.34
O -0.141 -0.363 0.552 2.45
Si -0.900 -1.060 1.755 -2.56
C -1.384 0.184 3.069 0.06
C -2.240 1.262 2.767 0.69
C -2.617 2.164 3.770 -0.69
C -2.146 1.995 5.075 -0.65
C -1.281 0.940 5.371 -0.64
C -0.910 0.029 4.375 -0.60
C -2.539 -1.858 1.334 0.12
C -3.715 -1.561 2.037 -0.01
C -4.920 -2.187 1.702 -0.70
C -4.946 -3.185 0.725 -0.54
C -3.771 -3.518 0.043 -0.79
C -2.580 -2.838 0.327 0.05
C 0.216 -2.358 2.502 0.42
C 1.529 -2.002 2.849 0.28
C 2.358 -2.916 3.515 -0.67
C 1.904 -4.217 3.759 -0.55
C 0.628 -4.600 3.331 -0.61
C -0.222 -3.670 2.720 -0.53
H -2.628 1.390 1.753 0.30
H -3.276 2.998 3.520 0.40
H -2.440 2.698 5.856 0.33
H -0.887 0.812 6.381 0.35
H -0.251 -0.808 4.611 0.31
H -3.688 -0.835 2.850 0.28
H -5.837 -1.879 2.206 0.38
H -5.882 -3.686 0.479 0.35
H -3.769 -4.303 -0.719 0.42
H -1.670 -3.092 -0.219 0.51
H 1.905 -1.003 2.614 0.24
H 3.359 -2.610 3.825 0.40
H 2.559 -4.941 4.248 0.34
H 0.292 -5.630 3.459 0.37
H -1.230 -3.961 2.421 0.30
```

Calculated values
* HOMO energy (spin up / spin down): -0.46 / -4.64 eV
* gap between HOMO and LUMO (spin up / spin down): 3.099 / 7.264 eV
* total energy: -2669.35640 Eh
* charge: -1
* 2S+1: 5
* <S²>: 6.0281



Entry 2:
Molecular formula: C38H43ClN5SeSiTa
Method: DFT, ωB97M-V/def2-TZVPD

XYZ file:
```
90
Properties=species:S:1:pos:R:3:mulliken_charge:R:1
Ta -0.349 -0.405 -0.023 1.78
C -1.437 1.224 3.832 -0.59
C 0.120 1.031 3.909 -0.95
C 0.814 0.298 2.726 -1.51
N 0.567 0.819 1.402 0.74
C 1.144 1.927 1.024 0.53
C 2.067 2.666 1.853 -0.46
C 2.775 3.830 1.586 -0.71
C 2.502 4.737 0.583 -0.45
C 1.673 4.718 -0.523 -0.82
C 0.821 3.710 -0.793 -0.81
C 0.754 2.386 -0.298 1.24
N 0.186 1.375 -1.032 0.72
C -0.173 1.661 -2.416 -1.80
C -1.628 1.908 -2.661 -0.67
C -2.383 0.610 -2.345 -1.45
N -2.250 0.119 -0.980 -0.72
C -3.279 0.394 -0.242 1.20
C -4.250 1.406 -0.570 -0.78
C -5.521 1.669 -0.093 -0.66
C -6.172 1.207 1.017 -0.78
C -5.731 0.115 1.764 -0.25
C -4.483 -0.444 1.816 -0.97
C -3.264 -0.180 1.083 0.81
N -2.089 -0.578 1.476 0.07
C -1.974 -1.126 2.849 -2.20
C -2.281 -0.025 3.935 -1.05
H -1.612 1.895 3.012 0.31
H -1.761 1.786 4.775 0.39
H 0.404 0.400 4.805 0.52
H 0.600 2.012 4.099 0.36
H 0.427 -0.663 2.824 0.30
H 1.861 0.193 2.993 0.43
H 2.237 2.084 2.771 0.32
H 3.516 4.062 2.386 0.35
H 3.072 5.646 0.653 0.36
H 1.448 5.641 -1.066 0.38
H 0.093 3.859 -1.534 0.46
H 0.098 0.674 -2.840 0.21
H 0.459 2.445 -2.821 1.06
H -1.760 2.154 -3.731 0.46
H -2.037 2.759 -2.116 0.26
H -1.895 -0.181 -3.004 0.05
H -3.467 0.578 -2.581 0.98
H -3.837 2.020 -1.317 0.34
H -6.125 2.368 -0.642 0.36
H -7.191 1.600 1.164 0.29
H -6.440 -0.348 2.445 0.37
H -4.322 -1.282 2.452 0.59
H -0.951 -1.552 2.999 1.22
H -2.690 -1.941 2.975 0.73
H -2.203 -0.655 4.890 0.36
H -3.329 0.234 3.814 0.46
Se -0.441 -2.623 -4.510 -0.07
C -0.168 -1.892 -2.938 -0.23
N -0.089 -1.245 -1.925 -0.04
Cl -2.427 -3.233 -0.645 -0.26
C -0.892 -4.199 -0.628 0.60
C -0.856 -5.298 -1.421 -0.68
C 0.241 -6.125 -1.317 -0.33
C 1.256 -5.848 -0.421 -0.76
C 1.179 -4.643 0.272 -0.33
C 0.084 -3.748 0.198 -0.11
C -0.015 -2.489 0.911 -1.65
H -1.765 -5.615 -2.014 0.32
H 0.247 -7.048 -1.912 0.36
H 2.107 -6.512 -0.319 0.39
H 1.931 -4.394 0.951 0.61
H 0.859 -2.317 1.643 0.02
H -0.943 -2.637 1.525 0.89
C 2.969 -2.490 -1.312 -1.47
Si 2.300 -0.914 -0.520 0.65
C 3.430 -0.955 1.062 -1.55
C 3.082 0.306 -1.743 0.61
C 2.811 0.113 -3.158 -0.54
C 3.175 0.992 -4.137 -0.71
C 3.899 2.159 -3.734 -0.54
C 4.299 2.305 -2.434 -0.54
C 3.966 1.376 -1.456 -0.15
H 3.945 -2.294 -1.709 0.62
H 2.294 -2.759 -2.200 0.19
H 2.965 -3.467 -0.837 0.46
H 4.409 -1.257 0.707 0.51
H 3.104 -1.725 1.760 0.26
H 3.513 -0.008 1.615 0.35
H 2.379 -0.854 -3.452 0.14
H 2.963 0.706 -5.121 0.54
H 4.175 3.003 -4.373 0.32
H 4.901 3.177 -2.221 0.43
H 4.351 1.613 -0.471 0.31
```

Calculated values
* HOMO energy: -6.88 eV
* gap between HOMO and LUMO: 6.034 eV
* total energy: -4955.67153 Eh



Entry 3:
Molecular formula: C38H43F6N5O13S
Method: DFT, ωB97M-V/def2-TZVPD

XYZ file:
```
106
Properties=species:S:1:pos:R:3:mulliken_charge:R:1
C -2.271 -0.565 -4.123 -0.85
C -1.315 -1.761 -4.008 -0.49
O -0.126 -1.488 -3.282 -0.38
C 0.835 -0.715 -3.977 -1.44
C 1.292 0.531 -3.202 2.26
C 1.992 0.334 -1.875 -1.53
C 1.341 -0.696 -0.934 -1.27
C -0.077 -0.189 -0.524 0.22
C -0.313 -0.549 0.945 -1.03
N -0.288 -1.997 1.104 -0.48
O 0.130 1.438 -3.241 -0.39
S 0.136 2.353 -4.541 1.26
O 0.073 3.739 -4.294 -0.59
O -0.747 1.943 -5.558 -0.63
O 1.664 2.061 -5.093 -0.40
C 2.307 1.285 -4.089 0.70
F 3.098 0.420 -4.819 -0.32
C 3.341 2.238 -3.471 -1.41
C 2.764 3.439 -2.699 -0.99
C 3.525 3.665 -1.378 -1.09
C 3.101 4.913 -0.632 0.80
F 3.745 5.973 -1.129 -0.31
F 3.479 4.775 0.655 -0.34
C 1.593 5.174 -0.604 0.66
F 0.938 4.081 -0.319 -0.25
F 1.167 5.667 -1.722 -0.25
F 1.297 6.048 0.330 -0.31
H -2.166 -0.129 -5.112 0.28
H -3.308 -0.882 -4.042 0.38
H -2.099 0.146 -3.326 0.12
H -1.099 -2.213 -4.979 0.41
H -1.841 -2.516 -3.431 0.47
H 0.411 -0.424 -4.937 0.62
H 1.706 -1.346 -4.167 0.21
H 3.009 0.006 -2.064 0.65
H 1.993 1.273 -1.333 -0.11
H 1.937 -0.731 -0.023 0.71
H 1.291 -1.686 -1.372 0.35
H -0.041 0.894 -0.640 0.22
H -0.831 -0.603 -1.184 0.01
H -1.225 -0.094 1.320 0.45
H 0.515 -0.087 1.500 0.34
H -0.776 -2.272 1.953 0.23
H 0.660 -2.335 1.211 0.23
H 4.087 1.731 -2.868 0.59
H 3.889 2.641 -4.316 0.76
H 2.804 4.342 -3.297 0.76
H 1.731 3.280 -2.418 0.34
H 3.382 2.822 -0.709 0.32
H 4.586 3.729 -1.611 0.64
O 0.065 -0.559 5.275 -0.62
N -0.610 -1.484 4.871 1.07
O -1.083 -1.553 3.747 -0.68
C -0.887 -2.591 5.797 -0.02
C -0.405 -2.526 7.092 -0.46
C -0.692 -3.560 7.968 -0.45
C -1.450 -4.643 7.541 -0.40
C -1.917 -4.698 6.235 -0.59
C -1.635 -3.666 5.356 -0.10
H 0.183 -1.684 7.425 0.46
H -0.328 -3.520 8.985 0.38
H -1.677 -5.447 8.229 0.38
H -2.503 -5.543 5.902 0.41
H -2.000 -3.713 4.339 0.51
O -4.740 -6.459 1.342 -0.62
N -4.301 -5.395 1.734 1.06
O -3.147 -5.200 2.071 -0.62
C -5.223 -4.253 1.814 -0.09
C -6.554 -4.427 1.481 -0.42
C -7.418 -3.348 1.581 -0.52
C -6.945 -2.113 2.006 -0.24
C -5.604 -1.953 2.325 -0.32
C -4.736 -3.027 2.231 -0.30
H -6.924 -5.387 1.151 0.46
H -8.463 -3.470 1.331 0.37
H -7.621 -1.272 2.088 0.44
H -5.237 -0.991 2.650 0.29
H -3.693 -2.899 2.482 0.52
O 10.192 1.464 -4.074 -0.60
N 8.979 1.395 -4.011 1.02
O 8.290 2.012 -3.217 -0.61
C 8.295 0.500 -4.957 -0.13
C 9.044 -0.244 -5.850 -0.51
C 8.394 -1.101 -6.723 -0.37
C 7.010 -1.202 -6.698 -0.68
C 6.272 -0.441 -5.802 -0.17
C 6.916 0.415 -4.926 -0.21
H 10.121 -0.166 -5.870 0.45
H 8.969 -1.693 -7.422 0.38
H 6.505 -1.876 -7.378 0.40
H 5.193 -0.516 -5.783 0.50
H 6.339 1.004 -4.228 0.51
O -5.357 1.754 2.154 -0.58
N -5.763 1.564 3.284 1.02
O -6.678 0.809 3.571 -0.58
C -5.106 2.291 4.380 0.15
C -4.087 3.178 4.084 -0.36
C -3.484 3.878 5.115 -0.52
C -3.900 3.682 6.425 -0.42
C -4.918 2.781 6.707 -0.52
C -5.528 2.080 5.680 -0.27
H -3.762 3.331 3.065 0.47
H -2.690 4.579 4.898 0.40
H -3.431 4.234 7.228 0.39
H -5.239 2.628 7.728 0.38
H -6.322 1.381 5.900 0.45
```

Calculated values
* HOMO energy: -8.83 eV
* gap between HOMO and LUMO: 8.058 eV
* total energy: -3722.70869 Eh



Question: Which value of total energy does entry 2 give?
Answer: -4955.67153 Eh



Question: Which of these has the lowest total energy?
Answer: C38H43ClN5SeSiTa



Question: Which formula does entry 3 have?
Answer: C38H43F6N5O13S



Question: total energy of number 3 (C38H43F6N5O13S)?
Answer: -3722.70869 Eh